Formula: C82H213N19O27
Source: OMol25
Level of theory: ωB97M-V/def2-TZVPD

```
341
Properties=species:S:1:pos:R:3:forces:R:3:mulliken_charge:R:1
O -1.6965 -2.0689 1.9345 -0.1905 -0.5147 -0.5829 1.199
O -3.4917 -4.6891 0.1733 -0.1999 0.3890 -0.4724 0.092
O -2.0098 0.2355 -3.1203 0.8782 -0.9318 -0.2899 -0.524
O -2.8283 1.3408 4.0016 -0.7789 0.6401 -0.0157 -0.265
O -1.5010 -7.7611 -6.4229 0.0136 0.5721 0.3697 -0.395
O -6.8848 -4.8405 4.3036 -0.2820 0.9961 0.4095 -0.303
O 6.0331 4.1778 -5.6830 0.0557 0.6147 0.0014 -0.422
O -0.5359 7.1279 -1.6369 -0.0300 0.7501 -0.6088 -0.617
O 2.1305 -4.1677 2.3571 -0.4711 0.3107 0.2886 -0.217
O -7.1988 -1.4511 -1.6902 -1.5028 -0.9552 -0.5504 -0.242
O 4.2694 5.4195 2.6199 0.2053 1.3958 0.7384 -0.441
O 1.0330 -2.1947 7.2911 1.0164 -0.6132 -0.6270 -0.186
O -1.4242 3.6097 -5.8102 0.7893 1.0836 -0.7363 0.141
O 3.9992 -3.5636 -2.4448 1.5744 1.5227 -0.4513 -0.518
O 2.8702 1.7311 3.8954 0.0893 0.0144 -0.5893 -0.573
O 1.6879 1.6673 -1.5358 -0.0444 -1.4270 0.0363 0.502
O -1.6016 -3.2911 12.3749 0.4158 0.1318 0.1725 -0.305
O 2.9423 1.4510 -5.6321 1.8062 -0.0400 0.4495 -0.645
O -5.1234 3.8084 -0.7826 0.8170 -0.5718 0.4132 -0.103
O -1.6632 2.2194 0.0474 0.0184 -0.9787 -1.1130 1.841
O 2.4178 6.9727 -6.1352 0.5006 -0.6588 -1.3636 -0.345
O 2.2914 -2.7305 -7.2878 -0.2538 -0.7899 -0.1768 -0.462
O -4.3195 5.2236 -10.6044 -0.8878 -0.4568 -1.2424 -0.300
O -1.7929 -7.6007 3.6054 0.0868 0.7277 -0.2518 -0.553
O 6.8006 4.5190 -0.8478 -0.5857 -0.7784 -0.2975 -0.498
O 6.8700 -0.7151 1.9402 -0.0570 -0.1382 0.0814 -0.468
O -2.8581 -3.9165 6.7475 -0.8951 0.4539 0.1189 -0.384
N -2.9278 -2.1063 14.6393 -0.9521 -1.3377 1.9121 -0.644
N 5.5195 1.9932 -4.2160 -1.4356 -0.9132 -0.0504 0.387
N 0.0600 -0.9030 -2.9145 -3.8720 1.5763 -1.3197 1.814
N 6.0408 1.0755 0.1232 -1.1885 -0.8111 -0.2150 0.343
N 0.5428 -4.2336 -3.0839 0.2071 -0.0912 -0.4879 0.468
N -5.7195 -2.4762 1.8722 0.1371 0.7682 -1.1746 0.129
N 2.4965 -2.6399 4.7790 1.2092 1.3007 1.0619 1.155
N -5.3152 1.7234 2.3656 0.9054 -0.1551 -0.1806 -0.259
N 0.9632 9.3497 -3.8605 0.0946 1.1135 1.6857 -0.620
N -4.8105 -2.7402 6.7158 -1.9748 0.9290 -1.8281 -0.131
N 0.1191 -4.4437 -6.3438 0.5315 1.1717 0.0966 0.243
N -4.3626 -2.3447 -1.7851 0.6579 0.2011 1.4620 -0.431
N -1.5835 5.1045 -8.3488 1.5345 1.0971 1.9462 -0.068
N 2.3529 6.3167 0.4347 0.1053 -0.9801 0.4172 0.149
N 0.1691 -7.5834 5.5427 0.5034 0.2322 0.2985 -0.641
N 1.1376 -0.2438 0.3506 -0.0609 -1.0040 0.0621 0.659
N -1.8046 -1.8594 -4.1117 1.7292 1.8234 0.8479 -0.211
N -3.5885 -2.7466 8.5757 1.3737 -0.9169 0.2962 -0.443
N 0.3711 2.0775 2.2927 -0.0154 0.0821 -1.2458 1.256
C 4.1101 6.2915 3.7682 0.4949 -0.8415 -0.7078 -0.906
C 6.8835 2.2092 -4.6333 0.7741 0.4685 -0.4294 -0.840
C -0.8794 2.7851 2.1913 0.6880 3.2297 -1.2162 -0.193
C 1.9013 0.7176 3.6086 -1.6306 1.0423 0.5732 1.671
C 3.4585 0.5985 -4.6313 0.5583 -0.0308 -0.8053 1.731
C -4.3153 0.6423 2.2821 0.5425 1.3145 0.5296 1.222
C 1.3229 7.1494 -0.1345 -0.6539 0.1029 -0.5888 -1.421
C -2.9616 -8.1163 4.2121 0.0293 -0.1421 -2.1597 -0.600
C 5.8983 5.6064 -5.7797 0.6052 -0.3404 0.9265 -0.270
C 4.8855 -2.6497 -3.1655 -0.5898 -0.7729 1.3408 -0.587
C 3.5986 -3.1209 3.9611 -1.1384 -1.1465 -0.7346 -0.534
C -1.1811 3.2907 0.7381 0.3137 1.2562 2.4520 -0.110
C -0.8384 -5.4488 -6.7077 -0.8004 -0.4216 -0.5042 -0.717
C 2.8864 -3.7680 -3.2562 -0.3534 -0.5053 -0.3497 0.152
C 3.2203 -1.8003 -7.8042 0.4966 -0.8068 0.1937 -0.366
C 1.4600 7.4709 -5.2491 0.5419 2.0096 -0.6551 -0.353
C -6.1158 4.7880 -0.6594 -0.0364 -0.1229 -0.8182 -0.908
C 6.8760 -1.4147 3.1450 -0.1025 0.0268 0.1566 -0.683
C -5.7155 -3.6533 2.7154 -2.1326 0.1142 -0.6213 0.680
C 0.2509 -1.4089 0.5626 1.0348 0.0063 0.7694 1.962
C 2.3137 -0.3996 -0.5266 -1.0366 -1.4046 0.4679 0.249
C 6.4896 2.0298 -0.8361 0.9807 0.5880 0.4455 0.347
C 2.1251 -1.3580 6.9053 0.1392 -0.9343 0.8333 -0.307
C 4.1801 1.2366 3.7563 0.3598 -2.3120 2.2521 -0.294
C 2.7309 0.9761 -0.8903 1.1070 1.0912 1.2030 0.266
C -5.3669 2.6512 0.0191 -0.2685 -0.6639 -0.3831 0.716
C 3.1352 4.6914 2.2313 -0.0097 -0.5687 -0.3358 0.535
C -1.1434 -2.0551 12.9304 -0.7311 -0.0016 -0.1482 -0.612
C -4.6120 5.3670 -12.0117 -1.4854 2.4572 1.8335 -0.743
C -6.8592 -3.5130 3.7415 0.8621 -1.6549 -0.0565 -0.866
C 2.0553 5.7257 -6.7497 -0.7187 0.7200 1.5067 -0.617
C -1.0435 -0.9947 1.3212 0.1328 0.3088 -2.0079 0.766
C -4.8629 -0.9668 -1.5376 2.0407 0.8628 0.2406 2.053
C -1.0560 -2.4442 3.1335 -2.4817 0.7822 1.1980 0.795
C -0.1133 -1.5461 7.7068 -0.9222 0.4351 1.1734 -0.193
C 3.4172 8.3360 -3.8563 -0.8251 -0.8176 -0.0911 -0.943
C -1.4074 6.3542 -2.4692 0.4065 0.4134 1.4281 -0.209
C -0.9746 3.8065 -8.1543 -0.8396 0.6399 -0.4357 -1.108
C -2.1157 3.1820 -4.6682 -1.0544 0.0206 -1.0272 -0.413
C 1.5869 1.3431 -5.5923 -1.4917 0.1797 0.3783 1.228
C 2.0811 8.7620 -4.5374 -0.2440 -1.9175 -2.0223 0.234
C -2.2304 0.0666 13.8170 1.5572 -0.6189 -0.1098 -1.252
C -5.0372 2.8516 1.4986 -0.3194 -0.0195 -0.7101 -0.773
C -3.4951 -6.0803 0.0233 0.2575 -0.6341 0.1104 -1.079
C 3.0968 -2.1689 6.0516 -1.2208 -0.0589 0.0573 -0.950
C 6.2505 3.3663 -0.1610 0.8169 1.8122 0.1529 -0.493
C 4.9796 0.6659 -4.6442 -0.2472 0.3387 1.0759 -1.768
C -2.9338 5.1192 -8.7278 -2.3520 0.6614 -0.0364 -0.443
C -8.2922 -1.7114 -2.6173 1.5566 -1.7042 1.0351 -0.911
C 1.0908 -2.1690 -6.7946 -0.3649 0.7030 0.4976 0.603
C -6.1275 -0.7589 -2.2605 -0.8890 1.5565 -0.0296 -1.262
C 0.0763 -5.1321 5.7397 0.2883 -0.5155 -0.0252 -1.481
C 5.8548 5.1129 -1.7270 0.6230 0.9573 0.5035 -0.165
C -2.4374 -1.4312 13.4936 1.2352 0.4999 0.4319 0.535
C 1.9748 -4.6598 1.0313 0.0959 -0.5630 1.3991 -0.401
C -4.4132 -3.8921 3.3930 0.8321 -0.4475 0.3707 0.008
C 0.5361 1.3801 3.5274 0.7351 1.9522 1.2725 0.667
C -3.7184 -3.2076 7.2652 2.4167 -0.4748 2.6132 0.403
C -1.4938 -8.9118 -5.5784 1.5213 0.3775 -0.6629 -0.722
C 0.4966 6.3231 -1.1669 0.4674 0.1510 2.3076 1.599
C -7.5154 -4.8728 5.5634 0.8456 0.8847 0.4206 -0.741
C -0.7486 -6.4193 5.5297 0.5450 -0.5626 0.2266 0.489
C 1.9820 5.4400 1.5580 0.6801 0.9482 0.1330 0.250
C -0.7195 -6.6861 -5.8685 0.7911 -1.6096 0.4064 -0.263
C -3.1575 -2.5885 -0.9503 0.5609 -0.0365 0.3826 1.977
C -2.9880 5.4253 -10.2229 -1.3991 0.5718 0.8864 -0.493
C -1.3729 -6.3479 4.1492 0.6568 -0.8270 -0.0989 0.707
C -2.6750 -4.0503 -0.8189 -1.2267 0.4995 0.1556 -1.337
C 5.8997 -1.1440 1.0202 0.9820 -0.0172 -1.1167 0.302
C -0.0890 -3.1637 -7.0690 1.4338 0.6555 -0.0162 -1.403
C 1.8093 -4.4338 -2.3810 0.4408 0.1596 -0.1567 1.571
C -1.3147 -0.7460 -3.3409 1.1631 -1.1640 -0.1059 0.233
C 6.1405 -0.3059 -0.2367 -0.6592 -0.7835 0.2888 -0.079
C 3.1984 -3.2678 2.5163 0.6886 -1.0593 -0.4343 0.438
C 2.1953 -5.8843 -2.0025 -0.8951 1.3302 -0.4504 -2.048
C 7.0780 3.7356 -4.8212 -0.1790 -0.8696 -0.3320 -0.407
C -3.7752 0.3785 3.6844 0.1265 -2.4625 -1.5861 -0.053
C -2.4245 1.2166 5.3103 -0.3400 -0.2736 1.0230 -1.062
C -0.5751 -4.2138 12.2511 1.3450 -1.6404 1.7120 -0.842
C 2.1547 2.9434 -1.7737 -1.4501 1.4117 -0.0151 -0.226
C -1.5678 2.9606 -7.0692 -0.3547 -0.1411 1.4516 -0.167
C -2.0575 2.5635 -1.2617 -1.8036 -1.1538 -0.0336 0.675
H -0.1754 -2.9986 3.0257 1.6825 -0.4685 -0.3219 0.241
H -0.4808 -4.2449 5.4483 -0.2491 0.0884 0.3442 -0.232
H -0.6979 5.5942 -2.7838 -1.0044 -0.7481 -0.9560 -0.136
H -0.4367 -9.1086 -5.3292 -0.1846 -0.3003 -0.0003 0.312
H 0.1948 -3.9660 11.5404 0.2625 0.4744 -0.5316 0.307
H 0.6129 0.5382 0.0354 -0.6981 0.6101 -0.6620 -0.156
H 1.7236 -0.0045 4.3971 1.0386 -0.2924 0.5099 -1.669
H -7.2786 -3.9614 6.1858 -0.1329 -0.6549 -0.6377 0.277
H -2.6468 6.4516 -10.4450 -0.0270 -0.2219 0.1447 0.311
H 1.7549 -3.2927 4.9800 0.1496 -0.3878 -0.2568 -0.579
H 3.1346 6.8580 0.7118 0.8071 0.5692 0.2000 0.312
H 0.4418 -5.0447 6.7704 -0.2983 0.1479 -0.1556 0.415
H -3.9678 -6.4127 -0.9142 -0.1488 0.2004 0.1352 0.330
H -3.4675 1.0497 1.6992 -0.2431 -0.5296 -0.0114 -1.082
H -2.4746 -6.4973 0.0055 -0.0633 0.1258 0.1690 0.361
H -0.9372 -5.2021 12.0068 -0.6661 -0.0533 -0.5092 0.320
H -3.5086 4.1842 -8.4903 0.5082 0.4930 -0.5100 0.137
H 6.0082 -1.2961 3.7881 -0.3833 0.5967 -0.0925 0.055
H -3.2605 -8.9673 3.5444 0.3257 0.3170 1.1505 0.249
H 1.7098 -3.9154 -1.4186 0.2588 0.4111 -0.6505 -1.601
H -3.6967 -4.3567 2.6909 -0.3669 -0.2724 0.5539 -0.161
H 7.7358 -1.0678 3.6642 0.7233 0.1612 0.6497 0.388
H 7.5377 1.8322 -1.1608 -0.1200 0.4956 0.3870 0.392
H -0.6784 -5.7820 -7.7593 -0.6256 0.2511 0.3410 0.263
H 1.3963 4.6387 1.1619 -0.9503 -0.4078 0.0940 -0.882
H 3.9124 -1.5180 5.7829 0.3961 0.3602 0.0134 0.376
H -6.0363 -4.5929 2.1990 0.6037 0.5271 -0.0786 -0.055
H 3.7515 -1.3470 -6.9378 -0.4652 0.6450 -0.8318 -0.079
H -2.3769 4.7345 -10.7221 1.2684 -0.9975 -0.8929 0.347
H 4.9835 5.5000 -1.1815 0.1536 0.1262 0.0444 0.234
H 2.5017 -2.8174 -3.7108 0.1705 -0.4654 0.4781 -0.229
H 3.2378 -4.4030 -4.1313 -0.8219 0.3030 0.6670 0.551
H -4.8403 -0.6523 -0.4465 -0.3137 -0.5025 -0.9739 -0.851
H -0.7420 -1.3946 12.1427 0.1583 -0.3307 0.1126 0.182
H 4.4226 -2.4359 3.9614 0.2114 0.6545 0.2434 -0.421
H -4.6967 -2.7487 5.7261 -0.5713 0.1567 -0.8593 -0.217
H -3.5277 5.8988 -8.1595 0.7658 -0.6145 -0.6569 0.332
H 5.9387 2.0262 -1.7524 -0.7730 -0.3644 -0.6127 -0.732
H 4.0076 7.3449 3.5039 -0.1178 -0.0765 -0.1726 0.283
H -0.2612 3.7046 0.3261 0.2354 -0.1187 -0.3649 -1.240
H -5.8159 5.6738 -1.2555 0.0758 -0.3032 0.8281 0.229
H -0.8893 3.7096 2.8375 0.3346 -0.8014 -0.3046 0.500
H 5.2552 -0.1045 -3.9252 0.5719 0.0994 0.1165 0.317
H -1.9883 -8.7590 -4.6290 -0.5966 0.1029 0.1532 0.282
H 1.8163 7.9831 -0.6649 -0.1980 -0.2881 0.1140 0.429
H -4.3542 6.4353 -12.2478 0.2403 -1.0103 -0.4833 0.307
H -1.6874 -0.5225 0.5493 -0.1638 -0.4707 0.5235 -0.813
H 0.9192 -1.1818 -7.3151 -0.2058 -0.9746 0.2950 0.483
H -1.8442 -5.0500 -6.5272 0.0878 0.0689 -0.5784 0.307
H -3.2563 -0.6399 3.6144 -0.5237 0.8729 0.4487 -0.650
H -0.9921 -1.5319 3.7381 0.7909 -0.1140 0.1629 -0.693
H -1.9655 2.1457 -4.4390 0.7727 -0.5531 0.5423 0.050
H 6.8702 6.0703 -6.0422 -0.4016 -0.2087 -0.2599 0.359
H 1.2156 2.1513 -6.2047 -0.6901 -0.0581 -0.1323 -0.163
H 0.0770 3.9814 -7.9845 0.4474 -0.4065 -0.4342 0.343
H 5.6617 6.0215 -4.7644 -0.2590 -0.2204 -0.8605 -0.054
H -1.7521 -3.0670 3.7157 0.0882 -0.0466 -0.4047 -1.248
H 2.9577 -2.3223 2.1036 -0.6150 1.3646 -0.3695 -0.573
H 0.5773 -4.5868 -4.0485 -0.1816 0.1550 0.3413 -0.313
H 5.0549 -3.0302 -4.1493 0.1763 -0.3159 -0.8730 0.468
H 8.0522 3.9696 -5.2718 -0.0519 -0.0717 0.1692 0.569
H 3.3212 7.5477 -3.0537 -0.3260 0.9545 -0.5305 0.035
H 2.7158 4.1804 3.1038 -0.1187 -0.1327 -0.0882 0.547
H -1.0401 -2.6572 -6.8535 0.2184 -0.4425 0.4140 0.448
H -4.6878 1.8782 -0.3958 -0.6601 0.1741 0.0981 -1.034
H -2.9932 -3.3575 9.1047 0.4310 0.0398 0.1960 0.226
H -5.7346 5.3841 -12.0574 1.0204 -0.4632 -0.1198 0.240
H -6.4225 -2.4461 1.1121 0.4364 -0.3467 0.8208 0.293
H 0.4046 1.3832 1.5443 0.1771 0.3936 0.3454 -0.916
H 7.7028 1.8230 -3.9755 -0.9429 0.2821 0.1014 0.250
H 1.7531 -0.5461 6.2999 -0.1576 0.5962 0.0309 0.030
H 0.6759 -7.6809 6.4273 -0.4540 0.0434 -0.4854 0.215
H -0.2276 -4.6587 -2.5994 -0.2740 -0.3471 0.1555 -0.106
H 1.1415 6.6844 -4.5922 -0.0936 -0.3999 1.0581 -0.002
H -3.8651 -3.0301 3.7513 -0.2807 0.9136 -0.1756 -0.677
H 5.1258 5.8171 -6.5376 0.3617 0.0029 0.5534 0.099
H -1.7936 2.0254 5.5843 1.0437 0.5399 -0.0901 0.338
H 3.8388 9.2393 -3.4635 0.7589 0.2789 0.4264 0.416
H 3.0774 -0.4429 -4.8836 0.5546 0.8002 0.7073 -0.393
H 1.1913 10.3247 -3.5861 -0.3885 -1.0350 -0.0018 0.277
H -7.8470 -3.3297 3.3051 0.2224 0.4766 -0.1134 0.410
H -2.7753 -1.9627 -4.0217 -1.6542 0.1737 0.1151 0.431
H 0.8104 -2.1158 1.2445 -0.5225 0.3727 -0.9511 -0.906
H 5.3619 0.3485 -5.6083 0.1287 0.0509 -0.4875 0.898
H -1.8696 -9.7647 -6.1490 -0.2070 0.2809 0.2160 0.271
H -2.7619 -4.6327 -1.7313 0.1105 0.0507 -0.4954 0.740
H 3.0801 0.9572 -3.6647 -0.0742 -0.4088 0.0649 -0.322
H -1.8676 3.8980 -3.8941 0.1264 -0.2883 0.2926 -0.235
H -3.1967 3.2133 -4.8298 -0.3059 0.3878 -0.0763 0.400
H -0.2230 -0.5906 7.1907 -0.3903 -0.0204 -0.4365 0.158
H -4.6313 0.2933 4.3733 0.3463 0.2793 0.1774 0.511
H -6.3253 4.9643 0.3978 -0.2369 0.5741 -0.2684 0.338
H 2.6345 -1.0078 7.8428 -0.2516 0.0775 -0.8326 0.325
H 1.4006 -6.2350 -1.3623 -0.2947 -0.6459 0.0159 0.500
H -1.7525 7.0137 -3.2535 -0.1722 -0.1747 -0.3513 0.366
H -1.9862 0.2451 5.4712 0.7230 -0.4805 0.1831 0.223
H -8.5962 -4.9035 5.4429 -0.1889 -0.4631 0.2780 0.298
H 0.0322 5.4882 -0.6153 0.2551 -0.0529 -0.0863 -0.368
H 4.0699 7.8432 -4.6118 -0.3873 0.7472 0.3606 0.212
H -5.0229 -2.9188 -1.2950 -0.9416 -0.6511 -0.2385 0.457
H -2.6168 2.8275 -7.3249 -0.3329 -0.3651 0.2865 0.323
H 3.5065 -2.9803 6.6570 0.0840 -0.2397 0.0526 0.478
H -5.8424 -1.0326 -3.2883 -0.8571 -0.0833 -0.0989 0.502
H 7.0081 4.1736 -3.8229 0.0334 0.3112 -0.1394 0.126
H -0.2167 0.6389 3.7136 -0.6612 -0.6245 0.1520 -1.436
H 4.9832 1.6730 4.4145 -1.2224 0.4287 -0.6432 0.410
H 1.0888 5.7511 -7.2444 -0.2521 0.4546 -0.2560 0.211
H 5.1821 3.5520 -0.0298 -0.1551 -0.3120 -0.0394 0.165
H 2.6958 -1.1792 -8.5462 0.4435 0.5525 0.5853 0.338
H -1.5416 0.4265 13.0496 0.2412 0.2768 0.2577 0.334
H -4.0202 -6.5079 0.8821 0.0252 0.0480 -0.1800 0.230
H 1.9306 5.0293 -5.9247 0.1762 -0.6693 -0.0204 0.246
H 4.9219 -0.8676 1.3749 -0.7545 -0.2380 0.3635 -0.600
H 2.7291 -5.4648 0.9435 -0.2251 0.4713 -0.7693 0.527
H 4.0675 0.2031 4.1851 0.7501 0.3050 -0.3979 -0.006
H 2.2670 3.5522 -0.8654 -0.2595 -0.1051 0.1695 -0.345
H -1.2874 2.8228 -1.9702 0.7430 -0.1298 0.0409 -0.624
H 0.3862 -0.1622 -2.3030 0.2085 -0.4437 -0.1155 -0.712
H -3.3156 -2.3695 0.1352 0.0378 0.4960 -0.7283 -0.931
H -2.5325 -1.8639 15.5476 0.1006 0.2790 -0.6348 0.221
H -3.8008 -7.4227 4.1594 -0.0344 0.3643 0.2496 0.125
H -0.5136 -6.0476 3.5768 0.1440 0.1662 -0.9795 -0.054
H 5.4868 4.4660 -2.4906 -0.2991 -0.9792 -0.5351 -0.190
H 7.1041 -0.5381 -0.6991 0.1509 -0.2676 -0.1057 0.500
H 2.7839 5.3910 -7.4588 0.6680 0.0592 -0.1670 0.397
H -0.3833 -2.2812 13.6931 -0.1450 0.3344 -0.0432 0.339
H -3.1245 -1.6365 12.6801 -0.4627 0.5692 -0.2129 0.213
H -2.3702 -1.9196 -1.3373 -0.0463 -0.3997 0.3382 -0.368
H -0.0866 -1.2377 8.7914 0.1143 -0.4932 -0.5994 0.207
H 3.0168 -1.0029 0.0839 0.2489 0.6056 -0.6634 -0.072
H -1.4482 5.6620 -7.5197 0.0730 0.1193 0.1525 0.172
H 3.6356 1.0683 -1.5041 0.0779 -0.4787 0.0222 -0.175
H 1.0598 -4.7675 -6.5877 -0.3026 0.1802 0.0730 0.198
H -2.1555 -5.6103 4.0671 -0.3974 0.3404 0.1739 -0.396
H 0.6178 7.6258 0.6056 0.4664 -0.5329 -0.4381 0.275
H -2.6478 1.7020 -1.6305 0.7428 0.4569 -0.0350 -0.738
H 1.1766 5.8593 -1.9057 -0.2747 0.5131 -0.2421 -0.205
H 4.9568 2.6973 -4.7119 0.3000 -0.3292 0.2330 0.174
H 6.4752 1.1655 1.0161 0.5073 0.4950 0.4635 0.385
H -0.9817 -2.2329 7.5592 0.6210 0.6726 -0.0114 -0.133
H -1.2923 3.3992 -9.1052 1.0768 -1.2795 -0.3579 0.352
H 6.3842 5.9220 -2.2573 -0.2741 -0.0776 0.3892 0.342
H -7.9053 -2.4363 -3.3425 -0.3065 -0.2726 0.0978 0.359
H -1.6707 -4.0763 -0.4313 0.7587 0.1576 -0.0985 -0.005
H -4.1900 -0.2372 -2.0793 -0.1695 -0.7853 0.7534 -0.306
H -0.0500 -3.2928 -8.1643 -0.1546 -0.2660 0.1093 0.425
H 0.0215 -1.8650 -0.4302 -0.1091 -0.2002 0.7693 -0.984
H 2.2876 9.5310 -5.3436 0.2518 -1.1803 0.5574 0.409
H -3.0460 0.7258 13.7514 -1.6270 0.3250 -0.1441 0.358
H -4.3327 -2.4181 9.1532 -0.7324 0.1401 -0.2716 0.194
H -1.8000 0.2781 14.8291 -0.0542 -0.6128 -0.8182 0.303
H -2.2570 5.9879 -1.8337 0.6550 -0.0924 -0.7749 0.238
H 1.9976 -3.8708 0.2774 0.4223 -0.1196 0.2210 0.126
H 1.2313 -1.8951 -5.7009 -0.4185 -0.5296 -0.9191 -0.564
H 1.1933 1.3596 -4.5697 -0.0509 0.8008 0.2274 -0.101
H 2.9314 1.5683 0.0278 0.2363 -0.4617 -0.0703 -0.220
H 4.0485 -3.6054 1.9002 0.1623 -0.1856 0.2911 0.649
H -6.5886 -2.7968 4.5224 -0.2732 0.2297 -0.0689 0.238
H 4.9805 6.1575 4.3930 0.6163 0.1757 -0.0880 0.312
H -3.9861 3.1144 1.5649 0.1736 0.0280 0.2589 0.159
H 7.0192 1.6523 -5.5585 0.3962 0.2453 -0.6122 0.489
H 0.9703 -5.1590 5.0996 -0.2143 -0.2972 -0.0050 0.791
H 1.4592 6.0153 2.3495 -0.2412 -0.2613 -0.3230 0.602
H -1.0665 1.9991 -6.9670 -0.0646 -0.3810 -0.4663 0.250
H 0.3822 -1.8364 -2.9922 0.8322 -0.8319 0.3834 -0.983
H 5.3207 -0.6248 -0.8880 0.1348 0.2612 -0.5288 -0.618
H -0.1929 -8.4860 5.2367 -0.2119 0.6215 0.1723 0.232
H -2.7788 3.3611 -1.2126 -0.2314 0.7976 0.0538 0.259
H -1.9235 4.1575 0.7479 0.5580 -0.9308 0.1203 0.601
H -5.2088 -1.8985 7.1143 0.0528 -0.2531 -0.2251 0.256
H 5.9768 -2.2399 0.7731 -0.0864 0.8131 0.4120 0.598
H 1.3740 3.3587 -2.4092 0.3540 0.6171 -0.1837 -0.029
H -6.9693 4.3841 -1.1937 -0.8354 0.1343 0.2479 0.328
H 0.4151 2.1669 4.3581 0.3397 -1.1510 -0.8569 0.608
H 2.0026 0.1471 2.6928 0.7956 0.1048 -0.4594 0.212
H -5.6163 3.7126 1.7738 -0.2196 0.4667 0.7631 0.495
H -3.2204 1.2778 6.0488 -0.7705 0.0029 -0.0815 0.419
H 6.9509 -2.4708 2.9936 0.2765 -0.9647 -0.3020 0.378
H -4.6875 -0.2759 1.8364 -0.0721 0.0531 0.0418 0.145
H 5.8455 -2.5607 -2.6585 -0.1868 -0.0767 0.2240 0.442
H -1.7046 2.2359 2.4826 -1.6532 -1.2600 0.6351 -0.713
H -8.6389 -0.9161 -3.2101 -0.2117 1.7816 -0.3498 0.341
H -9.1296 -2.1207 -2.0464 0.2951 -0.0128 -0.0544 0.221
H -2.9917 -3.1310 14.6241 0.1251 0.7451 -0.5825 0.233
H -4.2000 4.6324 -12.6784 0.4767 -0.3525 -0.1223 0.279
H -0.8880 -0.2127 2.0408 0.5169 0.3765 0.4602 -0.478
H 0.5621 7.8202 -5.7763 0.0258 -0.0726 -0.1072 0.319
H -1.3673 -2.7326 -3.9146 0.7422 -0.5671 0.0780 -0.118
H 3.9959 -2.3586 -8.3614 -0.4356 0.0447 0.2622 0.294
H 3.3196 5.9762 4.4220 -0.9437 -0.1727 0.0243 0.346
H 0.9836 -5.1104 1.0375 -0.0632 -0.1232 -0.2714 0.301
H 2.2832 -6.4100 -2.9289 -0.0802 -0.8963 -0.4517 0.480
H -1.5026 -6.5049 6.3052 -0.2955 0.1530 0.2722 0.355
H 2.1312 -0.9742 -1.4743 -0.0631 0.1211 0.6289 -0.817
H 6.6886 3.4502 0.8517 -0.0459 -0.4888 -0.3919 0.336
H -6.2232 1.3219 2.2736 -0.7595 0.1384 -0.2687 0.407
H 4.0154 -4.0704 4.2993 0.0160 -0.3463 0.2263 0.313
H 4.5795 1.0958 2.7682 -0.1731 0.4299 -0.8698 -0.039
H -4.6371 -4.4437 4.3169 0.5254 -0.5804 -0.5815 0.926
H 0.3560 -6.9708 -5.8609 -0.2442 -0.1836 -0.0882 0.298
H -0.0108 -4.4727 13.2277 -0.8211 0.9618 -0.9335 0.317
H 0.6629 8.8211 -3.0329 0.1449 0.3053 -0.2593 0.147
H 1.2644 0.3498 -5.8650 -0.2838 -0.3816 -0.9194 -0.719
H -0.9627 -6.5983 -4.7996 -0.2763 0.5371 -0.1615 0.173
H 3.5356 3.9042 1.5652 -0.2789 0.3272 0.1468 -1.022
H -7.0260 -5.6983 6.0767 -0.7417 -0.3270 0.2223 0.254
H -6.4598 2.3349 -0.0324 1.0936 0.1712 -0.3118 0.520
H -4.8193 -2.3201 1.4145 -0.2463 -0.3197 0.2878 -0.903
H 4.4022 -1.6824 -3.2460 -0.0971 0.1691 0.1091 -0.382
H -2.6850 -8.3383 5.2087 -0.4433 -0.8102 1.2483 0.364
H -6.4534 0.3073 -2.1880 0.7474 -0.3015 -0.5494 0.306
H 3.1116 -5.9608 -1.4538 0.6202 0.2295 0.2029 0.316
H 3.1204 2.9521 -2.2220 0.8770 -0.0650 -0.8948 0.081
```
Forces are in eV/Å.

gap between HOMO and LUMO	8.7216	eV
multiplicity	1
HOMO energy	-8.3	eV